(1)
{
  "formula": "C3H4ClFN3O2",
  "method": "ωB97M-V with the def2-TZVPD basis set",
  "elements": ["C", "H", "Cl", "C", "H", "C", "N", "N", "H", "H", "N", "O", "O", "F"],
  "positions_angstrom": [[0.84031, 0.21396, 0.49470], [-1.38366, -1.69748, 1.09980], [2.01057, 1.83019, 0.04568], [-0.38087, 0.15452, -0.30070], [0.69224, 0.43371, 1.55348], [1.76849, -0.87199, 0.21749], [2.49171, -1.74421, -0.00575], [-0.29273, -0.04843, -1.68750], [-0.32312, -1.00983, -1.99557], [0.42629, 0.48944, -2.16316], [-1.37532, 1.11005, 0.12624], [-2.28797, 1.40175, -0.63306], [-1.32660, 1.51944, 1.29059], [-0.85934, -1.78112, 1.95777]],
  "mulliken_charge": [0.111, 0.427, -0.372, -0.555, 0.388, 0.268, -0.510, -0.473, 0.225, 0.212, 1.066, -0.686, -0.682, -0.419],
  "energy_ha": -991.47807,
  "lumo_ev": 3.54,
  "charge": -1,
  "orbital_gap_ha": 0.2951,
  "e_above_lowest_kj_mol": 3.7
}

***

(2)
{
  "formula": "C31H37CdIN5O2",
  "method": "ωB97M-V with the def2-TZVPD basis set",
  "elements": ["Cd", "C", "C", "N", "C", "C", "C", "O", "C", "C", "N", "C", "C", "C", "C", "C", "C", "I", "C", "O", "H", "H", "H", "H", "H", "H", "H", "H", "H", "H", "H", "H", "C", "C", "C", "C", "C", "C", "C", "C", "C", "C", "C", "C", "N", "H", "H", "H", "H", "H", "H", "H", "H", "H", "H", "H", "H", "H", "H", "H", "H", "H", "C", "C", "C", "C", "N", "N", "C", "H", "H", "H", "H", "H", "H", "H", "H"],
  "positions_angstrom": [[0.70191, -0.58523, -0.15627], [-3.26310, -3.22649, -0.26626], [-2.88460, -2.85636, 1.13336], [-3.74442, -3.02651, 2.09973], [-3.38477, -2.67398, 3.36110], [-2.17482, -2.12592, 3.68095], [-1.91221, -1.77812, 5.12086], [-0.86086, -2.54942, 5.70407], [-1.21306, -1.90904, 2.65090], [0.02595, -1.26206, 2.99144], [0.94285, -0.84293, 2.18950], [1.93052, -0.01313, 2.74226], [1.58279, 1.03846, 3.59181], [2.54733, 1.89368, 4.09958], [3.87917, 1.71918, 3.75485], [4.23729, 0.69604, 2.88820], [3.27408, -0.15849, 2.37763], [3.81117, -1.62875, 0.99935], [-1.55103, -2.30096, 1.32713], [-0.79662, -2.20226, 0.31276], [-4.23619, -3.71182, -0.26954], [-2.50613, -3.87594, -0.70751], [-3.28762, -2.33446, -0.89775], [-4.13276, -2.83803, 4.12937], [-2.84058, -1.91234, 5.68480], [-1.60891, -0.73585, 5.24017], [-0.94720, -3.44893, 5.37122], [0.17749, -1.08646, 4.05814], [0.53392, 1.20327, 3.80410], [2.25437, 2.71044, 4.74674], [4.63998, 2.38605, 4.13882], [5.27096, 0.56701, 2.59641], [2.88051, -2.55946, -2.36610], [3.19581, -1.34775, -3.24799], [4.05442, -0.29582, -2.54181], [1.93189, -0.78732, -3.88096], [1.75306, -1.07850, -5.22701], [0.65532, -0.64508, -5.95361], [-0.28391, 0.12432, -5.27927], [-0.16518, 0.44574, -3.93662], [-1.26778, 1.32180, -3.36196], [-2.12109, 0.62405, -2.30036], [-0.74309, 2.67250, -2.86936], [0.96051, -0.01114, -3.13973], [1.10833, 0.37847, -1.85613], [3.78614, -2.95002, -1.88508], [2.44851, -3.36180, -2.96840], [2.15314, -2.30313, -1.59568], [3.80125, -1.73206, -4.07793], [3.47499, 0.20386, -1.76804], [4.38020, 0.45596, -3.26532], [4.94683, -0.75303, -2.09945], [2.51812, -1.66971, -5.72645], [0.54041, -0.88647, -7.00332], [-1.15176, 0.49485, -5.82103], [-1.94550, 1.53223, -4.19871], [-1.51224, 0.34266, -1.44476], [-2.57557, -0.28183, -2.70922], [-2.92179, 1.28896, -1.95410], [-0.00512, 2.50606, -2.08676], [-1.55901, 3.29040, -2.47679], [-0.26129, 3.21206, -3.68844], [-3.98244, 2.72661, 1.16685], [-2.51631, 2.49826, 1.02833], [-1.47362, 3.35345, 0.75248], [-0.32107, 2.54123, 0.68165], [-0.63924, 1.28016, 0.92387], [-1.96929, 1.27175, 1.13338], [1.08779, 2.89113, 0.33502], [-4.19799, 3.79290, 1.14573], [-4.36271, 2.31952, 2.10539], [-4.52835, 2.25429, 0.34783], [-1.53840, 4.41605, 0.58805], [-2.43409, 0.39151, 1.28419], [1.18840, 3.95715, 0.13702], [1.38582, 2.31904, -0.55291], [1.76049, 2.62544, 1.15556]],
  "mulliken_charge": [1.132, -0.901, 0.860, -0.724, -0.863, 0.800, -0.964, -0.530, 0.528, -1.404, -0.012, 0.087, 0.332, -0.788, -0.571, -0.459, -0.138, 0.183, 0.085, -1.279, 0.382, 0.305, 0.025, 0.319, 0.338, 0.364, 0.385, 1.031, 0.304, 0.349, 0.366, 0.376, -1.075, 0.578, -1.371, 1.360, -0.734, -1.279, -0.759, 0.908, 0.500, -1.207, -1.370, -1.181, 0.405, 0.312, 0.301, -0.047, 0.358, -0.005, 0.345, 0.400, 0.277, 0.319, 0.287, 0.449, -0.158, 0.465, 0.376, -0.024, 0.413, 0.419, -1.433, 0.400, -0.913, 0.223, 1.128, -0.136, -1.162, 0.380, 0.328, 0.282, 0.404, -0.141, 0.387, 0.042, 0.034],
  "energy_ha": -2093.18947,
  "lumo_ev": 2.02,
  "charge": -1,
  "orbital_gap_ha": 0.1694,
  "e_above_lowest_kj_mol": 0.0
}

***

(3)
{
  "formula": "C8H17PS",
  "method": "ωB97M-V with the def2-TZVPD basis set",
  "elements": ["C", "C", "C", "C", "C", "C", "C", "C", "P", "S", "H", "H", "H", "H", "H", "H", "H", "H", "H", "H", "H", "H", "H", "H", "H", "H", "H"],
  "positions_angstrom": [[-0.41221, 2.14313, -1.80973], [0.21302, 0.88503, -2.56616], [-0.40385, 1.96047, -0.29344], [0.08887, -0.28499, -1.61740], [-1.36465, -0.70970, -1.62131], [0.46527, -0.46209, 3.06905], [1.47135, -2.18561, 1.49515], [0.27759, -1.39448, 1.93596], [0.69099, 0.43976, -0.01447], [2.60027, 1.02960, -0.22454], [0.21532, 2.88051, -2.23963], [-1.35144, 2.62569, -2.04630], [-0.18813, 0.62620, -3.50389], [1.35788, 0.92186, -2.62081], [-0.14510, 2.83197, 0.31262], [-1.36874, 1.58447, 0.07379], [0.78641, -1.10758, -1.78497], [-1.95417, 0.12239, -1.21960], [-1.51121, -1.46801, -0.89819], [-1.70987, -0.99181, -2.62295], [-0.02318, -0.87325, 3.93799], [1.48610, -0.08367, 3.20116], [-0.10558, 0.39141, 2.85635], [1.89164, -1.86077, 0.41606], [1.24160, -3.25617, 1.34365], [2.24014, -2.17449, 2.19170], [-0.60061, -1.86342, 1.73502]],
  "mulliken_charge": [-0.552, -1.030, -0.946, 0.156, -1.458, -1.224, -0.930, -0.021, 0.189, -0.416, 0.364, 0.300, 0.543, 0.266, 0.458, 0.341, 0.471, 0.328, 0.348, 0.370, 0.396, 0.346, 0.351, 0.167, 0.321, 0.356, 0.505],
  "energy_ha": -1054.44920,
  "lumo_ev": [-0.43, -0.75],
  "orbital_gap_ha": [0.2615, 0.2486],
  "e_above_lowest_kj_mol": 303.9
}

***

(4)
{
  "formula": "C30H24N6O3SrTe",
  "method": "ωB97M-V with the def2-TZVPD basis set",
  "elements": ["Sr", "C", "C", "N", "N", "C", "O", "C", "C", "C", "C", "C", "C", "C", "C", "C", "C", "C", "N", "H", "H", "H", "H", "H", "H", "H", "H", "H", "H", "H", "H", "C", "O", "C", "C", "C", "C", "C", "C", "N", "N", "C", "C", "C", "C", "O", "C", "N", "C", "C", "C", "C", "H", "H", "H", "H", "H", "H", "H", "H", "H", "H", "H", "H", "Te"],
  "positions_angstrom": [[1.58462, 1.95404, 0.82602], [2.05334, 0.17906, 4.95774], [2.39616, 0.92530, 3.69538], [1.78492, 2.05465, 3.33999], [0.77917, 2.48546, 4.15281], [0.25206, 3.61922, 3.80820], [0.66488, 4.38428, 2.79592], [-0.82833, 4.16178, 4.66804], [-1.34646, 5.43473, 4.42994], [-2.35099, 5.94519, 5.24072], [-2.84969, 5.20002, 6.29858], [-2.33533, 3.93136, 6.54373], [-1.33628, 3.41579, 5.73755], [3.44090, 0.41304, 2.87149], [4.12472, -0.79154, 3.22539], [5.14170, -1.26899, 2.45299], [5.52353, -0.57246, 1.29193], [4.81504, 0.57116, 0.98814], [3.82433, 1.07140, 1.72080], [1.28037, 0.70854, 5.50558], [2.92891, 0.07071, 5.60465], [1.68832, -0.82778, 4.73713], [-0.96296, 6.01621, 3.60396], [-2.74785, 6.93261, 5.03562], [-3.63736, 5.60309, 6.92488], [-2.71862, 3.33767, 7.36578], [-0.93516, 2.42754, 5.91204], [3.82476, -1.33814, 4.10711], [5.63971, -2.19052, 2.73317], [6.30900, -0.92051, 0.63627], [5.05138, 1.13076, 0.08639], [-6.52881, -4.30612, -5.04217], [-5.78223, -3.12626, -4.97178], [-4.39641, -3.27628, -4.95274], [-3.64978, -2.12247, -4.75399], [-2.26886, -2.15577, -4.71391], [-1.55693, -3.36807, -4.88006], [-2.34681, -4.51844, -5.09576], [-3.73123, -4.48667, -5.12676], [-0.19858, -3.50536, -4.99219], [0.64399, -2.58706, -4.54268], [0.45553, -1.95218, -3.34376], [-0.39124, -2.31886, -2.29896], [-0.37181, -1.66807, -1.05978], [0.47918, -0.61645, -0.73476], [0.50429, -0.03953, 0.43365], [1.34911, -0.18135, -1.80678], [2.17099, 0.88675, -1.57833], [2.99093, 1.28211, -2.52645], [3.07494, 0.67659, -3.78476], [2.23683, -0.38048, -4.04576], [1.34554, -0.84245, -3.06569], [-7.57843, -4.01813, -4.98481], [-6.29672, -4.98556, -4.21275], [-6.35984, -4.84541, -5.98333], [-4.17294, -1.18205, -4.62095], [-1.72470, -1.23517, -4.55351], [-1.82163, -5.45483, -5.24507], [-4.26991, -5.41179, -5.28968], [-1.06998, -3.15146, -2.42616], [-1.04453, -2.01799, -0.28363], [3.62298, 2.13842, -2.29618], [3.77497, 1.05412, -4.51892], [2.22618, -0.89852, -4.99588], [-0.37287, 4.55113, 0.99634]],
  "mulliken_charge": [1.954, -1.174, 0.912, -0.373, -0.626, 0.119, -0.775, 0.617, -0.321, -0.719, -0.316, -0.624, -0.266, 0.726, -0.796, -0.346, -0.741, -0.243, -0.462, 0.258, 0.285, 0.286, 0.428, 0.359, 0.355, 0.353, 0.336, 0.243, 0.375, 0.365, 0.297, -0.851, -0.432, 0.914, -0.737, 0.101, -0.049, -0.643, -0.269, -1.106, -0.427, -0.242, -0.305, -0.782, 0.700, -1.037, -0.268, -0.383, -0.469, -0.878, -0.403, 1.258, 0.234, 0.341, 0.302, 0.365, 0.332, 0.333, 0.293, 0.356, 0.342, 0.427, 0.357, 0.467, -0.328],
  "energy_ha": -2010.64057,
  "lumo_ev": [3.94, 3.95],
  "charge": -2,
  "orbital_gap_ha": [0.1475, 0.1707],
  "e_above_lowest_kj_mol": 136.5
}

***

(5)
{
  "formula": "C28H36As2ErSi",
  "method": "ωB97M-V with the def2-TZVPD basis set",
  "elements": ["C", "C", "C", "H", "C", "C", "H", "H", "H", "H", "Er", "C", "H", "H", "H", "Si", "C", "C", "H", "C", "H", "C", "H", "C", "H", "C", "H", "C", "C", "H", "C", "H", "C", "H", "C", "H", "C", "H", "H", "H", "C", "As", "C", "C", "C", "C", "C", "C", "C", "As", "C", "C", "H", "H", "H", "H", "H", "H", "H", "H", "H", "H", "H", "H", "H", "H", "H", "H"],
  "positions_angstrom": [[0.64801, 1.67032, -0.17241], [-0.62810, 1.71806, -0.81406], [-1.64249, 1.69310, 0.19485], [-0.80065, 1.88077, -1.87558], [-0.98923, 1.66191, 1.47208], [0.42854, 1.63932, 1.23967], [1.19347, 1.67282, 2.01363], [1.60795, 1.72548, -0.68258], [-2.72095, 1.76572, 0.02120], [-1.47796, 1.70334, 2.44492], [-0.53580, -0.55019, 0.41496], [-0.60339, -2.08842, -1.09236], [-1.44949, -2.79451, -1.06484], [0.33339, -2.68600, -1.00231], [-0.59152, -1.64143, -2.10081], [1.12310, 0.54504, -4.17328], [2.56207, -0.30219, -4.93949], [3.73177, 0.33505, -5.38634], [3.79368, 1.42291, -5.42326], [4.84032, -0.42169, -5.75498], [5.75168, 0.08112, -6.09140], [4.80342, -1.82596, -5.65420], [5.66072, -2.42610, -5.96644], [3.67156, -2.45599, -5.13029], [3.64433, -3.53214, -4.98813], [2.55150, -1.70317, -4.77445], [1.68982, -2.21166, -4.32178], [-0.60024, 0.77194, -4.81132], [-0.78319, 1.39662, -6.05398], [-0.02314, 1.26642, -6.82426], [-1.91154, 2.19953, -6.24184], [-1.99003, 2.82402, -7.13136], [-2.93512, 2.23121, -5.28250], [-3.79974, 2.89181, -5.41025], [-2.85801, 1.38711, -4.16332], [-3.68345, 1.32825, -3.44982], [-1.70494, 0.62188, -3.95094], [-1.64558, -0.05770, -3.09580], [0.83202, -0.45133, -3.12880], [1.55784, 1.72154, -3.52922], [2.34054, -1.10409, 3.21843], [0.71493, -1.87142, 2.44637], [0.96591, -3.77110, 2.79294], [-0.77661, -1.37676, 3.69021], [-0.40308, -0.86352, 4.93117], [-1.38429, -0.32251, 5.78100], [-2.71859, -0.27598, 5.38568], [-3.10622, -0.76002, 4.12759], [-2.14703, -1.32036, 3.29318], [-2.76493, -1.73120, 1.42804], [-4.48013, -0.83228, 1.19010], [-3.19429, -3.62904, 1.59951], [2.95365, -0.79337, 2.36000], [2.86214, -1.88097, 3.79310], [2.09612, -0.23362, 3.83582], [1.70503, -3.89018, 3.59408], [-0.00238, -4.20704, 3.06124], [1.33524, -4.20595, 1.85479], [0.64294, -0.86789, 5.23409], [-1.09239, 0.06848, 6.75828], [-3.48031, 0.13739, 6.04618], [-4.13987, -0.69105, 3.79185], [-4.37864, 0.20590, 1.52666], [-4.66907, -0.86865, 0.10730], [-5.25377, -1.37458, 1.74569], [-2.26469, -4.19900, 1.48202], [-3.64012, -3.80510, 2.58522], [-3.89662, -3.87602, 0.79360]],
  "mulliken_charge": [-0.805, -0.413, -0.810, 0.797, -0.368, -0.737, 0.640, 0.509, 0.529, 0.580, 0.451, -1.350, 0.435, 0.384, 0.242, 0.345, 0.470, -0.544, 0.335, -0.458, 0.351, -0.398, 0.370, -0.597, 0.368, -0.264, 0.340, 0.502, -0.711, 0.448, -0.406, 0.371, -0.543, 0.369, -0.302, 0.392, -0.410, 0.330, -0.143, -0.199, -1.376, 0.681, -1.067, 0.305, -0.472, -0.852, -0.706, -0.634, 0.219, 0.936, -1.468, -1.167, 0.363, 0.397, 0.442, 0.389, 0.320, 0.403, 0.486, 0.404, 0.410, 0.409, 0.427, 0.424, 0.465, 0.289, 0.409, 0.465],
  "energy_ha": -6864.31675,
  "spin_multiplicity": 4,
  "lumo_ev": [-2.98, -2.89],
  "charge": 1,
  "orbital_gap_ha": [0.2873, 0.2906]
}